{
  "formula": "C56H53BrClN6O2P2Pd",
  "method": "ωB97M-V/def2-TZVPD",
  "elements": ["Pd", "Br", "C", "C", "C", "C", "C", "C", "N", "N", "C", "C", "C", "C", "O", "C", "N", "C", "C", "C", "C", "H", "H", "H", "H", "H", "H", "H", "H", "H", "C", "C", "C", "C", "C", "O", "C", "C", "C", "C", "C", "C", "Cl", "C", "C", "C", "N", "C", "N", "C", "N", "H", "H", "H", "H", "H", "H", "H", "H", "H", "H", "H", "H", "H", "H", "H", "H", "H", "H", "H", "H", "H", "H", "C", "P", "C", "C", "C", "C", "C", "C", "C", "C", "C", "C", "C", "C", "P", "C", "C", "C", "C", "C", "C", "C", "C", "C", "C", "C", "C", "H", "H", "H", "H", "H", "H", "H", "H", "H", "H", "H", "H", "H", "H", "H", "H", "H", "H", "H", "H", "H", "H"],
  "xyz": [[-0.874, -1.352, 0.658], [-2.034, 0.603, 13.528], [-2.574, 0.397, 11.786], [-1.655, 0.707, 10.747], [-2.039, 0.572, 9.454], [-3.363, 0.105, 9.157], [-4.276, -0.182, 10.221], [-3.884, -0.045, 11.519], [-3.832, -0.111, 7.943], [-3.178, 0.190, 6.888], [-2.792, -0.545, 5.912], [-2.800, -2.005, 5.990], [-2.396, -2.757, 4.966], [-1.937, -2.158, 3.699], [-1.636, -2.841, 2.747], [-1.890, -0.667, 3.617], [-1.451, -0.142, 2.464], [-1.440, 1.186, 2.341], [-1.863, 2.040, 3.355], [-2.302, 1.502, 4.543], [-2.315, 0.116, 4.685], [-0.668, 1.060, 11.008], [-1.365, 0.824, 8.645], [-5.273, -0.514, 9.961], [-4.555, -0.262, 12.337], [-3.162, -2.452, 6.908], [-2.414, -3.838, 5.004], [-1.088, 1.590, 1.400], [-1.841, 3.109, 3.193], [-2.637, 2.137, 5.354], [6.098, 1.140, -2.562], [4.638, 0.735, -2.793], [4.557, -0.776, -3.054], [4.143, 1.434, -4.069], [3.742, 1.124, -1.566], [2.394, 0.712, -1.834], [3.792, 2.628, -1.266], [2.934, 3.153, -0.097], [1.520, 3.620, -0.384], [0.438, 2.769, -0.615], [-0.843, 3.270, -0.795], [-1.066, 4.635, -0.748], [-2.680, 5.236, -0.956], [-0.011, 5.507, -0.546], [1.264, 4.990, -0.362], [4.177, 0.348, -0.276], [3.140, -0.559, 0.198], [1.945, -0.260, 0.692], [1.192, -1.355, 0.683], [2.023, -2.321, 0.187], [3.204, -1.868, -0.114], [6.708, 0.763, -3.384], [6.517, 0.725, -1.643], [6.227, 2.222, -2.537], [5.142, -1.012, -3.943], [3.528, -1.092, -3.238], [4.956, -1.381, -2.240], [4.769, 1.123, -4.905], [4.204, 2.521, -4.013], [3.120, 1.148, -4.345], [2.155, 1.102, -2.684], [3.546, 3.192, -2.168], [4.831, 2.867, -1.033], [3.459, 4.018, 0.310], [2.927, 2.432, 0.727], [0.597, 1.701, -0.691], [-1.672, 2.607, -0.991], [-0.184, 6.575, -0.529], [2.082, 5.679, -0.191], [4.442, 1.027, 0.533], [5.036, -0.286, -0.468], [1.630, 0.730, 0.975], [1.733, -3.351, 0.057], [0.112, -1.271, -2.539], [-0.889, -2.159, -1.352], [-2.512, -1.513, -0.990], [-2.886, -0.186, -1.299], [-4.039, 0.342, -0.762], [-4.825, -0.420, 0.109], [-4.453, -1.703, 0.456], [-3.291, -2.260, -0.081], [-0.777, -3.930, -1.464], [-0.712, -4.578, -2.700], [-0.606, -5.958, -2.738], [-0.563, -6.690, -1.559], [-0.625, -6.048, -0.328], [-0.731, -4.669, -0.274], [-0.354, -1.312, -4.372], [1.232, -0.611, -4.956], [1.258, 0.464, -5.844], [2.465, 0.919, -6.358], [3.656, 0.311, -5.990], [3.637, -0.770, -5.117], [2.432, -1.234, -4.612], [-1.486, 0.114, -4.420], [-2.790, -0.132, -4.840], [-3.739, 0.886, -4.829], [-3.383, 2.157, -4.404], [-2.076, 2.417, -4.001], [-1.134, 1.403, -4.006], [1.101, -1.732, -2.442], [0.206, -0.243, -2.182], [-2.292, 0.391, -1.994], [-4.342, 1.347, -1.030], [-5.741, 0.000, 0.504], [-5.070, -2.293, 1.119], [-3.032, -3.289, 0.139], [-0.758, -4.018, -3.626], [-0.558, -6.463, -3.693], [-0.477, -7.768, -1.599], [-0.584, -6.622, 0.587], [-0.763, -4.167, 0.687], [0.339, 0.947, -6.150], [2.471, 1.749, -7.052], [4.594, 0.666, -6.395], [4.560, -1.266, -4.843], [2.444, -2.103, -3.961], [-3.065, -1.123, -5.182], [-4.748, 0.687, -5.165], [-4.112, 2.956, -4.404], [-1.799, 3.418, -3.693], [-0.113, 1.618, -3.707]],
  "forces_ev_per_angstrom": [[-0.2, -0.1, 0.1], [0.0, 0.0, 0.0], [0.0, 0.0, 0.0], [0.0, 0.0, 0.0], [0.0, 0.0, 0.0], [0.0, 0.0, 0.0], [0.0, 0.0, 0.0], [0.0, 0.0, 0.0], [0.0, 0.0, -0.1], [0.1, 0.0, 0.0], [-0.1, 0.0, 0.1], [0.0, -0.1, 0.0], [0.0, 0.0, 0.1], [0.0, 0.0, 0.1], [0.1, -0.2, -0.2], [0.0, 0.1, 0.0], [0.0, 0.2, 0.0], [0.0, -0.1, 0.1], [0.0, 0.0, -0.1], [0.0, 0.0, 0.0], [0.0, 0.0, -0.1], [0.0, 0.0, 0.0], [0.0, 0.0, 0.0], [0.0, 0.0, 0.0], [0.0, 0.0, 0.0], [0.0, 0.0, 0.0], [0.0, 0.0, 0.0], [0.0, 0.0, 0.0], [0.0, 0.0, 0.0], [0.0, 0.0, 0.0], [0.0, 0.0, 0.0], [0.1, 0.1, 0.2], [1.4, -0.1, 3.4], [0.3, 1.5, 1.9], [0.0, -0.1, 0.0], [0.0, 0.1, 0.0], [0.0, 0.1, 0.0], [0.0, -0.1, 0.0], [0.0, 0.1, 0.0], [0.1, 0.0, 0.0], [0.0, 0.0, 0.0], [0.0, 0.1, 0.0], [0.0, 0.0, 0.0], [0.0, 0.0, 0.0], [-0.1, 0.0, 0.0], [0.1, 0.0, -0.1], [0.1, 0.1, 0.2], [0.0, -0.1, -0.4], [0.1, 0.1, 0.4], [-0.1, -0.1, 0.1], [0.0, 0.0, -0.1], [0.0, 0.0, 0.0], [0.0, 0.0, 0.0], [0.0, 0.0, 0.0], [1.3, 0.5, 3.0], [1.6, 0.3, 1.6], [0.2, 0.2, 0.4], [0.4, 1.0, 1.5], [0.1, 0.2, 0.2], [0.5, 0.9, 1.2], [0.0, 0.0, -0.1], [0.0, 0.0, 0.0], [0.0, 0.0, 0.0], [0.0, 0.0, 0.0], [0.0, 0.0, 0.0], [0.0, 0.0, 0.0], [-0.1, -0.1, 0.0], [0.0, 0.0, 0.0], [0.0, 0.0, 0.0], [0.0, 0.0, 0.0], [0.0, 0.0, 0.0], [0.0, -0.1, 0.0], [0.0, 0.0, 0.0], [-0.2, -0.1, 0.0], [0.1, -0.1, -0.2], [-0.1, 0.1, 0.1], [-0.1, 0.0, -0.1], [0.0, 0.0, 0.0], [0.0, 0.1, 0.0], [0.1, -0.1, 0.0], [0.0, 0.0, 0.1], [0.0, 0.0, 0.0], [0.0, 0.1, -0.1], [0.0, 0.0, 0.0], [0.0, 0.0, 0.0], [0.0, 0.0, 0.0], [0.0, 0.0, 0.0], [0.1, -0.1, 0.0], [-0.1, 0.1, 0.1], [0.2, 0.1, -0.1], [-0.1, -0.2, -0.6], [-1.2, -2.0, -2.6], [-1.6, -1.7, -4.6], [-0.6, -0.1, -1.6], [0.0, 0.0, 0.1], [0.0, 0.0, 0.0], [0.0, 0.0, 0.0], [0.0, 0.0, 0.0], [0.0, 0.1, 0.1], [0.0, 0.0, 0.0], [-0.1, 0.0, 0.0], [0.0, 0.0, 0.0], [0.0, 0.1, 0.0], [0.0, 0.0, 0.0], [0.0, 0.0, 0.0], [0.0, 0.0, 0.0], [0.0, 0.0, 0.0], [0.0, 0.0, 0.0], [0.0, 0.0, 0.0], [0.0, 0.0, 0.0], [0.0, 0.0, 0.0], [0.0, 0.0, 0.0], [0.0, 0.0, 0.0], [0.0, 0.0, 0.0], [-0.2, -0.3, -0.6], [-2.0, -0.3, -3.0], [-0.2, -0.1, -0.2], [0.0, 0.0, 0.0], [0.0, 0.0, 0.0], [0.0, 0.0, 0.0], [0.0, 0.0, 0.0], [0.0, 0.0, 0.0]],
  "total_charge": 3,
  "homo_lumo_gap_ev": 3.92,
  "homo_energy_ev": -13.70
}